Below is 4 unconnected molecules or ions with the total composition C2H14N2O3, with properties calculated with the ωB97M-V functional and the def2-TZVPD basis.

HOMO-LUMO gap in eV: 9.18
Electronic energy in eV: -11421.8458
Energy above the lowest of the compared OMol25 structures with the same formula, charge and spin in kcal/mol: 59.5
SMILES: CNCN.O.O.O

Structure (ORCA input):
```
! wB97M-V def2-TZVPD RIJCOSX def2/J DEFGRID3
* xyz 0 1
C -1.91 -2.07 -1.70
N -1.63 -0.90 -0.91
C -1.85 -0.99 0.47
N -1.66 0.29 1.20
H -3.03 -2.12 -1.41
H -1.45 -3.09 -1.67
H -1.79 -1.78 -2.72
H -1.62 -0.04 -1.44
H -2.85 -1.39 0.66
H -1.17 -1.71 1.06
H -1.33 -0.08 2.15
H -0.84 0.64 0.84
O 1.29 -2.10 -1.17
H 0.91 -2.99 -1.37
H 0.62 -1.68 -0.62
O 3.13 6.19 0.30
H 2.76 5.71 -0.52
H 2.98 5.43 0.95
O 1.64 -0.64 1.73
H 1.60 -0.45 0.79
H 2.28 -1.36 1.84
*
```

natural (NBO) charges, unit e, in atom order: number 1, C, carries -0.42; number 2, N, carries -0.68; number 3, C, carries -0.04; number 4, N, carries -0.81; number 5, H, carries 0.17; number 6, H, carries 0.19; number 7, H, carries 0.21; number 8, H, carries 0.40; number 9, H, carries 0.14; number 10, H, carries 0.14; number 11, H, carries 0.36; number 12, H, carries 0.34; number 13, O, carries -0.95; number 14, H, carries 0.47; number 15, H, carries 0.47; number 16, O, carries -0.93; number 17, H, carries 0.46; number 18, H, carries 0.46; number 19, O, carries -0.95; number 20, H, carries 0.47; number 21, H, carries 0.48



Below is a molecular structure, C37H57N5Na2O15, with properties calculated with the ωB97M-V functional and the def2-TZVPD basis.

HOMO-LUMO gap in eV: 5.93
Electronic energy in eV: -86276.8751

Structure (ORCA input):
```
! wB97M-V def2-TZVPD RIJCOSX def2/J DEFGRID3
* xyz 0 1
Na -0.44 -1.28 0.80
Na -2.38 -0.21 3.09
C -5.42 -2.94 2.48
C -4.77 -3.81 1.51
O -5.33 -4.65 0.89
N -3.29 -3.59 1.29
H -3.23 -2.78 0.70
H -2.76 -3.24 2.08
C -2.53 -4.76 0.67
H -5.21 -1.89 2.26
H -5.00 -3.15 3.46
H -6.46 -3.25 2.56
H -1.48 -4.53 0.83
H -2.79 -4.63 -0.38
H -2.80 -5.75 1.05
C 1.67 0.14 4.47
C 2.24 1.15 3.48
O 2.92 2.11 3.77
N 2.04 0.77 2.04
H 2.05 -0.23 1.97
H 1.07 0.88 1.75
C 3.14 1.34 1.11
H 1.60 0.49 5.51
H 2.31 -0.73 4.60
H 0.71 -0.32 4.24
H 3.02 2.42 1.05
H 2.96 0.84 0.16
H 4.11 1.16 1.59
O 1.95 -2.17 1.97
C 1.35 -3.34 2.53
C -0.05 -3.33 3.45
O -1.21 -2.55 3.10
H 2.10 -3.83 3.15
H 1.31 -4.17 1.83
H 0.24 -3.08 4.47
H -0.36 -4.37 3.46
O -3.03 -0.77 0.58
C -2.73 0.55 0.02
C -1.73 1.59 0.67
O -0.68 1.11 1.53
H -3.63 1.11 -0.19
H -2.36 0.35 -0.98
H -2.33 2.28 1.27
H -1.32 2.27 -0.07
C 1.15 4.28 -0.07
C 0.68 4.78 1.12
C 0.74 6.17 1.34
C 1.28 7.00 0.42
C 1.71 6.52 -0.85
C 1.67 5.11 -1.04
N 1.47 8.43 0.75
O 2.50 9.03 0.29
O 0.68 8.90 1.54
H 0.92 3.23 -0.19
H 0.24 4.16 1.89
H 0.51 6.58 2.31
H 2.11 7.22 -1.56
H 2.03 4.77 -2.00
C 5.84 -0.75 0.55
C 6.10 0.03 -0.59
C 5.57 -0.36 -1.81
C 4.68 -1.43 -1.89
C 4.38 -2.20 -0.75
C 4.98 -1.81 0.41
N 4.02 -1.71 -3.14
O 3.73 -0.80 -3.89
O 4.01 -2.89 -3.51
H 6.19 -0.31 1.47
H 6.51 1.03 -0.54
H 5.80 0.32 -2.62
H 3.73 -3.06 -0.75
H 4.76 -2.33 1.33
C -3.68 -2.36 -4.02
C -3.97 -2.69 -5.33
C -4.03 -1.64 -6.26
C -3.65 -0.32 -5.93
C -3.29 -0.07 -4.61
C -3.32 -1.09 -3.67
N -3.59 0.80 -6.87
O -4.03 0.59 -8.02
O -3.15 1.90 -6.55
H -3.64 -3.21 -3.36
H -4.27 -3.68 -5.63
H -4.17 -1.96 -7.28
H -3.13 0.97 -4.35
H -3.07 -0.90 -2.63
C 0.39 0.73 -3.99
C 1.02 0.78 -2.58
O 0.58 0.21 -1.60
C 2.14 1.77 -2.39
H -0.22 -0.17 -4.05
H 1.22 0.56 -4.67
H -0.22 1.57 -4.32
H 2.11 2.02 -1.33
H 1.93 2.63 -3.02
H 3.13 1.41 -2.67
C -2.27 3.26 6.41
C -1.74 2.43 5.24
O -2.03 1.23 5.18
C -0.73 3.19 4.34
H -1.43 3.57 7.03
H -3.04 2.68 6.93
H -2.80 4.13 6.03
H 0.03 3.68 4.94
H -1.29 3.83 3.66
H -0.20 2.43 3.77
C -0.66 -4.37 -3.00
C -0.08 -3.61 -1.83
O -0.73 -2.96 -0.97
C 1.44 -3.65 -1.63
H -0.71 -3.88 -3.97
H -1.61 -4.81 -2.70
H -0.09 -5.26 -3.25
H 1.76 -3.33 -0.64
H 1.87 -2.92 -2.32
H 1.75 -4.60 -2.07
*
```

Atom charges from the Mulliken analysis, given in e for atoms 1 to 99: number 1, Na, carries 0.60; number 2, Na, carries 0.77; number 3, C, carries -1.09; number 4, C, carries 0.91; number 5, O, carries -0.51; number 6, N, carries 0.62; number 7, H, carries 0.02; number 8, H, carries 0.13; number 9, C, carries -0.60; number 10, H, carries 0.24; number 11, H, carries 0.34; number 12, H, carries 0.35; number 13, H, carries 0.08; number 14, H, carries 0.24; number 15, H, carries 0.40; number 16, C, carries -1.03; number 17, C, carries 0.79; number 18, O, carries -0.57; number 19, N, carries 2.27; number 20, H, carries -0.28; number 21, H, carries -0.46; number 22, C, carries -0.35; number 23, H, carries 0.40; number 24, H, carries 0.35; number 25, H, carries 0.08; number 26, H, carries 0.37; number 27, H, carries -0.24; number 28, H, carries 0.29; number 29, O, carries -0.79; number 30, C, carries -0.87; number 31, C, carries -0.92; number 32, O, carries -0.90; number 33, H, carries 0.41; number 34, H, carries 0.30; number 35, H, carries 0.37; number 36, H, carries 0.35; number 37, O, carries -0.80; number 38, C, carries -0.47; number 39, C, carries -0.91; number 40, O, carries -0.55; number 41, H, carries 0.48; number 42, H, carries -0.30; number 43, H, carries 0.43; number 44, H, carries 0.04; number 45, C, carries -0.04; number 46, C, carries -0.30; number 47, C, carries -0.36; number 48, C, carries 0.35; number 49, C, carries -1.02; number 50, C, carries -0.21; number 51, N, carries 0.88; number 52, O, carries -0.54; number 53, O, carries -0.53; number 54, H, carries 0.03; number 55, H, carries 0.46; number 56, H, carries 0.39; number 57, H, carries 0.42; number 58, H, carries 0.36; number 59, C, carries -0.90; number 60, C, carries -0.15; number 61, C, carries -0.64; number 62, C, carries 0.36; number 63, C, carries -0.51; number 64, C, carries -0.22; number 65, N, carries 1.04; number 66, O, carries -0.61; number 67, O, carries -0.54; number 68, H, carries 0.50; number 69, H, carries 0.41; number 70, H, carries 0.39; number 71, H, carries 0.65; number 72, H, carries 0.20; number 73, C, carries -0.58; number 74, C, carries -0.61; number 75, C, carries -0.34; number 76, C, carries -0.24; number 77, C, carries -0.03; number 78, C, carries -0.28; number 79, N, carries 0.93; number 80, O, carries -0.58; number 81, O, carries -0.58; number 82, H, carries 0.47; number 83, H, carries 0.43; number 84, H, carries 0.40; number 85, H, carries 0.57; number 86, H, carries 0.37; number 87, C, carries -1.49; number 88, C, carries 0.65; number 89, O, carries -0.06; number 90, C, carries -0.20; number 91, H, carries 0.18; number 92, H, carries 0.48; number 93, H, carries 0.40; number 94, H, carries -0.47; number 95, H, carries 0.42; number 96, H, carries 0.19; number 97, C, carries -1.31; number 98, C, carries 0.59; number 99, O, carries -0.53



no.,LUMO level (eV)
1,0.54
2,-0.76